This record from OMol25 describes C5H8N2 in the gas phase. The level of theory is the ωB97M-V functional and the def2-TZVPD basis.

Output
LUMO level ... 1.03 eV
Energy above the lowest of the compared OMol25 structures with the same formula, charge and spin ... 15.0 kcal per mole
SMILES ... [H]/N=C1\CC=CN1C
Total energy ... -304.811584 Eh
Strongest force on any atom ... 0.0061 Eh/bohr
Kohn-Sham gap ... 8.848 eV

Structure (XYZ):
```
15
Properties=species:S:1:pos:R:3:lowdin_charge:R:1
C -1.4170 -1.4426 0.3726 -0.0455
N -0.3076 -0.5467 0.1626 -0.1261
C 1.0412 -0.8415 0.3789 -0.0899
C 1.8305 0.2051 0.1260 -0.0941
C 0.9537 1.3631 -0.2785 -0.1059
C -0.4458 0.7489 -0.3099 -0.3968
N -1.5711 1.2273 -0.6736 0.1141
H -2.3003 -0.9736 -0.0662 0.0733
H -1.2395 -2.4083 -0.1143 0.0865
H -1.5981 -1.6119 1.4418 0.0876
H 1.3121 -1.8416 0.7013 0.1213
H 2.9080 0.2359 0.2143 0.0921
H 1.2103 1.8058 -1.2480 0.1180
H 0.9764 2.1743 0.4645 0.1230
H -1.4548 2.1811 -1.0088 0.0426
```